Here is a structure of composition C56H46F9N4OPPtSTe from the Open Molecules 2025 dataset. Energies are from ωB97M-V with the def2-TZVPD basis set.

The geometry in XYZ format:
```
120
Properties=species:S:1:pos:R:3:forces:R:3:mulliken_spin:R:1
Pt 0.6177 -0.3154 1.0065 0.5071 0.3360 0.4265 -0.021
N 2.9081 -2.6883 3.8485 -0.0266 0.2715 0.0144 0.000
C 3.2612 -1.4519 4.3768 0.0628 -0.1944 0.0438 0.000
C 4.0738 -1.0989 5.4465 -0.0419 0.1252 -0.0644 0.000
C 4.2677 0.2544 5.6409 -0.0233 0.0035 -0.0316 0.000
C 3.6865 1.2132 4.7933 0.0041 -0.0617 0.0446 0.000
C 2.8750 0.8487 3.7400 0.0321 -0.0445 -0.0220 0.000
C 2.6507 -0.5119 3.5510 -0.1141 0.1647 -0.1019 0.000
N 1.9172 -1.1753 2.5671 -0.2424 -0.2955 -0.0686 -0.015
C 2.1332 -2.4593 2.7679 -0.1129 -0.3939 -0.2671 0.000
C 1.6833 -3.5138 1.8507 0.0136 0.3391 0.2237 0.003
C 1.9032 -4.8532 1.9554 -0.0903 0.0575 -0.0502 0.000
S 1.2450 -5.6499 0.6015 -0.0228 0.0080 0.0077 0.000
C 0.7272 -4.1396 -0.0152 -0.0319 0.0229 0.1121 0.001
N 1.0130 -3.1130 0.7249 0.1956 -0.2345 -0.2686 -0.006
H 3.1884 -3.5874 4.1983 0.0251 -0.0259 -0.0180 0.000
H 4.5417 -1.8364 6.0806 0.0234 -0.0490 0.0503 0.000
H 4.8946 0.5842 6.4565 0.0251 0.0253 0.0281 0.000
H 3.8802 2.2606 4.9741 0.0251 0.0601 0.0114 0.000
H 2.4326 1.5777 3.0752 0.0026 0.0223 -0.0135 0.000
H 2.4000 -5.4003 2.7348 0.0586 -0.0718 0.0961 0.000
H 0.1850 -4.0685 -0.9432 -0.0120 0.0027 -0.1462 0.002
F -7.9322 0.5610 0.8902 0.0305 -0.0640 -0.0326 0.000
C -7.2904 1.5392 1.5464 -0.0110 0.0112 -0.0168 0.000
F -7.7940 1.5713 2.7929 0.0303 -0.0022 0.0567 0.000
F -7.6289 2.6998 0.9611 0.0509 0.0400 -0.0168 0.000
C -5.7983 1.3321 1.5598 -0.0699 -0.0127 0.0003 0.000
C -4.9617 2.4152 1.7918 0.0067 0.0124 -0.0177 0.000
C -3.5913 2.2322 1.8401 0.0095 0.0063 0.0196 0.000
C -3.0398 0.9604 1.6941 -0.0093 -0.1504 0.0852 0.004
C -3.8915 -0.1162 1.4728 0.0107 -0.0217 -0.1392 0.000
C -5.2642 0.0663 1.3871 0.0140 0.0461 0.0126 -0.001
P -1.2026 0.7072 1.8447 -0.2349 0.1779 -0.0542 -0.002
C -0.5168 2.0068 2.9477 -0.2061 -0.0924 0.0191 0.002
C -0.3791 3.3277 2.5141 -0.0034 0.0103 0.0233 0.001
C 0.1869 4.2836 3.3383 0.0241 0.0748 0.0433 -0.001
C 0.6164 3.9417 4.6131 0.0220 -0.0347 -0.0054 0.001
C 0.4960 2.6356 5.0538 -0.0105 0.0900 -0.0367 -0.001
C -0.0545 1.6767 4.2191 0.1065 -0.0070 0.0287 -0.001
C 1.2907 4.9749 5.4755 -0.0584 -0.0282 0.0071 0.000
F 2.5947 5.0911 5.1572 0.1326 -0.0343 -0.0642 0.000
F 0.7463 6.1877 5.3262 -0.0770 0.0835 -0.0345 0.000
F 1.2357 4.6613 6.7763 -0.0321 -0.0505 0.0702 0.000
C -1.5093 -0.7347 3.0290 0.0451 0.0006 0.2052 -0.003
C -2.0387 -0.5308 4.3059 -0.1248 -0.0763 0.0265 0.000
C -2.2825 -1.5936 5.1590 -0.0214 0.0142 -0.0892 0.001
C -2.0443 -2.8938 4.7282 0.0043 0.0056 0.0605 0.000
C -1.6180 -3.1229 3.4321 -0.0395 -0.0635 0.0332 0.001
C -1.3648 -2.0467 2.5934 0.0584 -0.0144 -0.0797 -0.004
C -2.2194 -4.0340 5.6941 -0.0601 0.0280 -0.0133 0.000
F -1.1452 -4.1531 6.5008 0.0854 0.0266 0.0282 0.000
F -3.2842 -3.8650 6.4895 -0.0208 0.0458 -0.0015 0.000
F -2.3651 -5.2119 5.0709 -0.0059 -0.0665 -0.0980 0.000
H -5.3775 3.4056 1.9181 -0.0248 0.0088 0.0149 0.000
H -2.9546 3.0916 1.9934 0.0062 -0.0002 0.0194 0.001
H -3.4945 -1.1156 1.3521 0.0016 -0.0044 0.0394 0.001
H -5.9122 -0.7772 1.1975 -0.0276 -0.0168 -0.0033 0.000
H -0.7080 3.6128 1.5267 -0.0066 0.0103 0.0137 -0.001
H 0.2860 5.3020 2.9884 0.0096 0.0277 0.0008 0.000
H 0.8486 2.3546 6.0350 0.0259 -0.0030 0.0576 0.000
H -0.0749 0.6556 4.5690 0.0169 0.0766 -0.0272 0.001
H -2.2758 0.4696 4.6446 0.0003 -0.0073 0.0143 0.000
H -2.6706 -1.4130 6.1516 -0.0152 -0.0063 0.0416 0.000
H -1.4945 -4.1354 3.0698 0.0102 -0.0105 0.0122 0.000
H -1.0651 -2.2423 1.5702 0.0385 0.0266 0.0622 0.001
C 4.7369 -4.4342 -5.9153 0.0110 -0.0080 -0.0124 -0.002
C 4.0068 -3.4386 -5.0610 0.0172 -0.0057 -0.0148 0.026
C 4.6649 -2.3544 -4.4989 -0.0274 -0.0075 0.0306 -0.007
C 4.0046 -1.4224 -3.7071 0.0911 -0.0231 -0.0606 -0.008
C 4.8041 -0.2727 -3.1506 0.0204 0.0466 0.0673 0.027
C 2.6282 -1.5796 -3.4952 -0.1599 -0.0178 -0.0576 0.028
Te 1.7104 0.0689 -2.4656 0.1824 0.0162 0.0490 0.686
N 0.4523 0.8069 -0.5748 0.2753 -0.4129 -0.2672 0.299
C -0.3787 1.7715 -0.5900 -0.4642 -0.0746 0.0871 0.006
O -1.2905 1.8774 0.3386 0.2576 0.3836 0.0192 0.015
C -0.4274 2.7590 -1.6945 -0.2053 0.0653 0.0334 -0.033
C 0.7325 3.3513 -2.1752 0.1220 -0.0054 0.0413 0.007
C 0.6661 4.2313 -3.2449 -0.0119 0.0131 -0.0046 0.002
C -0.5554 4.5127 -3.8379 0.0066 -0.0211 0.0120 0.001
C -1.7178 3.9306 -3.3483 0.0709 -0.0112 0.0306 0.003
C -1.6571 3.0647 -2.2704 0.0356 0.0403 -0.0054 -0.001
C 0.0353 0.3020 -3.7251 -0.0075 -0.0561 0.0434 0.072
C -1.2669 -0.0543 -3.3747 0.0452 -0.1442 -0.0473 -0.028
C -1.6739 -0.7340 -2.0944 0.0903 -0.0353 0.0967 -0.050
C -2.2845 0.2157 -4.2876 0.0019 -0.0094 0.0358 0.000
C -2.0463 0.8206 -5.5071 0.0435 0.0022 -0.0543 0.003
C -3.1617 1.1139 -6.4675 -0.0191 -0.0076 -0.0020 -0.001
C -0.7353 1.1556 -5.8261 -0.0260 -0.0022 0.0386 0.007
C 0.3163 0.9151 -4.9564 -0.0789 0.0372 -0.0464 -0.058
C 1.7024 1.3221 -5.3745 0.0168 0.0110 0.0105 0.049
C 1.9498 -2.6921 -4.0039 0.0488 -0.0451 -0.0760 -0.068
C 0.4963 -2.9754 -3.7598 -0.0475 0.0629 0.0845 0.010
C 2.6540 -3.5926 -4.7933 0.0283 0.0034 0.0591 -0.011
H 5.7658 -4.1273 -6.0901 0.0250 0.0068 -0.0026 0.000
H 4.2477 -4.5499 -6.8822 -0.0182 -0.0013 -0.0230 0.002
H 4.7535 -5.4155 -5.4401 -0.0034 -0.0229 0.0151 0.002
H 5.7241 -2.2272 -4.6802 0.0716 0.0107 -0.0082 0.002
H 5.8639 -0.4440 -3.3217 0.0448 0.0134 -0.0108 0.000
H 4.6636 -0.1452 -2.0751 -0.0021 -0.0214 -0.0190 0.001
H 4.5387 0.6727 -3.6282 -0.0064 0.0172 -0.0080 -0.005
H 1.6825 3.1380 -1.6983 -0.0281 0.0092 -0.0035 -0.005
H 1.5681 4.7021 -3.6094 0.0409 0.0355 -0.0207 0.000
H -0.6051 5.1953 -4.6740 0.0016 0.0366 -0.0446 0.000
H -2.6711 4.1567 -3.8026 -0.0677 0.0156 -0.0407 0.000
H -2.5559 2.6099 -1.8776 -0.0544 -0.0153 0.0312 0.000
H -0.8421 -1.2089 -1.5703 -0.0533 0.0559 -0.0438 0.063
H -2.4293 -1.4897 -2.3112 -0.0147 -0.0264 0.0224 0.001
H -2.1124 -0.0201 -1.3929 -0.0528 0.0017 -0.0132 0.000
H -3.2974 -0.0644 -4.0256 -0.0666 -0.0180 0.0182 0.000
H -4.1129 0.7348 -6.1007 -0.0295 -0.0142 0.0155 0.000
H -2.9671 0.6624 -7.4398 0.0068 -0.0122 -0.0368 0.000
H -3.2637 2.1880 -6.6233 0.0007 0.0472 -0.0066 0.000
H -0.5243 1.6262 -6.7775 0.0080 0.0380 -0.0761 0.000
H 1.6665 1.8422 -6.3284 0.0174 0.0085 -0.0566 0.001
H 2.3604 0.4585 -5.4878 0.0329 -0.0469 0.0007 -0.008
H 2.1575 1.9988 -4.6479 -0.0038 0.0204 0.0197 -0.013
H 0.1348 -2.5021 -2.8496 0.0151 0.0080 0.0189 0.018
H 0.3416 -4.0503 -3.6730 -0.0402 -0.0476 -0.0282 0.003
H -0.1236 -2.6164 -4.5817 -0.0389 0.0457 -0.0330 0.002
H 2.1284 -4.4466 -5.2027 -0.0397 -0.0625 -0.0286 0.001
```
Positions in Å, forces in eV/Å.

Its energy above the lowest of the compared OMol25 structures with the same formula, charge and spin is 143.5 kJ/mol. The spin multiplicity is 2. As for the charge: +1. The gap between HOMO and LUMO (alpha / beta) comes out at 7.2 / 6.5 eV.

Here is a structure of composition C56H47BCl2MgNP3Si from the Open Molecules 2025 dataset. Energies are from ωB97M-V with the def2-TZVPD basis set.

The geometry in XYZ format:
```
112
Properties=species:S:1:pos:R:3:forces:R:3:mulliken_charge:R:1
Mg -0.3760 -0.1589 1.0929 -0.3932 -0.3959 0.8413 1.068
C -4.2949 -4.1591 -3.5040 -0.0447 -0.0660 0.0327 -0.640
C -4.0883 -3.9051 -2.1606 -0.2246 -0.0900 -0.0057 -0.859
C -3.0541 -3.0764 -1.7645 0.0105 0.0994 -0.0301 -0.258
C -2.2097 -2.4983 -2.7045 0.0904 0.1360 0.3640 0.342
C -2.3727 -2.8265 -4.0484 -0.0291 -0.0503 0.0789 -0.665
C -3.4222 -3.6342 -4.4423 0.0086 0.0440 -0.1718 -0.841
P -0.8749 -1.3881 -2.0839 -0.2366 -0.2467 -0.7795 1.828
C 0.3967 -2.0447 -3.2337 0.1425 0.0908 0.2619 0.197
C 0.6978 -3.4022 -3.1227 0.0279 0.0692 0.0284 -0.426
C 1.6797 -3.9716 -3.9070 0.0366 -0.1327 0.0581 -0.809
C 2.3959 -3.1850 -4.7955 0.0274 -0.0025 -0.1257 -0.836
C 2.0918 -1.8420 -4.9227 0.0637 -0.0990 -0.1362 -0.570
C 1.0892 -1.2753 -4.1548 -0.2131 -0.0589 0.0131 -0.185
C -1.2601 0.2324 -2.8585 -0.1943 -0.2366 0.1960 -0.162
C -2.0600 0.3674 -3.9889 0.0150 -0.0416 -0.0741 -0.464
C -2.2503 1.6070 -4.5707 -0.0665 -0.0055 -0.0951 -1.060
C -1.6724 2.7280 -4.0026 -0.0090 0.0310 -0.0563 -1.008
C -0.9232 2.5982 -2.8480 -0.0417 0.3118 -0.0378 0.164
C -0.6947 1.3622 -2.2556 0.1293 -0.1360 0.3904 0.833
Si 0.4602 1.2049 -0.7296 0.5591 0.7836 -0.9395 0.135
C 2.0586 0.6677 -1.6146 -0.3721 0.0471 0.1966 0.738
C 2.3391 1.1609 -2.8801 0.2383 0.1945 -0.1058 -0.226
C 3.4691 0.7746 -3.5789 0.0553 0.0461 -0.0025 -1.216
C 4.3066 -0.1793 -3.0302 0.0959 0.1490 -0.0697 -1.127
C 4.0508 -0.6795 -1.7649 0.0363 -0.2062 0.0514 -0.938
C 2.9328 -0.2637 -1.0416 0.1980 0.0213 0.0876 0.741
P 2.8242 -0.5191 0.7771 0.4244 -0.4258 0.0727 0.216
C 4.1941 -1.7239 1.0806 0.0964 0.3178 0.1298 0.574
C 4.2240 -2.9597 0.4365 0.0945 0.0463 0.0177 -0.090
C 5.1452 -3.9181 0.8050 -0.0417 -0.0526 -0.1482 -0.948
C 6.0456 -3.6584 1.8267 0.0711 -0.0121 0.0527 -0.578
C 6.0249 -2.4343 2.4699 0.2060 -0.1444 0.0678 -0.606
C 5.1016 -1.4693 2.1001 -0.0556 0.1067 -0.1462 -0.692
C 1.6285 -1.8613 1.2013 -0.2082 0.3504 -0.0598 0.500
C 1.5095 -2.0764 2.5757 -0.0069 -0.1295 0.0945 -1.066
C 0.8231 -3.1728 3.0619 0.1026 -0.0709 0.0694 -0.481
C 0.2511 -4.0725 2.1764 0.1008 -0.0774 -0.0288 -1.332
C 0.3564 -3.8621 0.8113 -0.0254 -0.1739 -0.0731 -0.702
C 1.0387 -2.7601 0.3208 0.0772 0.0005 -0.0943 1.014
C 0.7077 3.0418 -0.2366 -0.0735 -0.4536 0.0164 -0.125
C 1.5259 3.8982 -0.9663 0.2155 0.1266 -0.0838 -0.143
C 1.6052 5.2493 -0.6771 0.0497 -0.0386 -0.1085 -0.987
C 0.8607 5.7808 0.3640 -0.0405 0.0923 0.0569 -0.894
C 0.0672 4.9447 1.1257 -0.0735 0.1197 -0.0649 -0.282
C -0.0157 3.5876 0.8264 -0.0199 0.0540 0.2662 -0.255
P -0.9807 2.4705 1.8910 -0.0485 0.7417 -0.3503 1.830
C -0.7645 3.1742 3.5584 0.0390 -0.3414 0.0094 -0.179
C 0.4602 2.8810 4.1567 -0.0618 0.0025 -0.0957 -0.451
C 0.6801 3.1811 5.4858 0.1054 0.0633 0.0917 -0.559
C -0.3293 3.7614 6.2387 -0.0232 0.0239 0.0300 -0.569
C -1.5411 4.0741 5.6470 0.0192 0.1016 0.1267 -0.664
C -1.7583 3.7914 4.3101 0.0239 0.0124 -0.1815 -0.297
C -2.7072 2.8614 1.5105 -0.0905 -0.2078 0.0435 0.234
C -3.1386 3.5120 0.3618 0.2124 -0.0002 0.1793 -0.583
C -4.4955 3.6382 0.1119 -0.1577 0.0123 -0.0636 -0.643
C -5.4241 3.1250 1.0033 -0.0429 -0.0168 -0.1442 -0.730
C -4.9977 2.4286 2.1258 -0.0806 -0.0284 0.0313 -0.824
C -3.6475 2.2780 2.3638 0.0684 0.1675 -0.0147 -1.073
H -5.1208 -4.7759 -3.8242 -0.0670 -0.0988 -0.0019 0.396
H -4.7394 -4.3472 -1.4220 -0.0801 -0.0573 0.0984 0.458
H -2.8870 -2.8880 -0.7140 -0.0018 0.0264 0.0229 0.313
H -1.6684 -2.4636 -4.7839 0.0137 0.0399 -0.0512 0.478
H -3.5631 -3.8485 -5.4902 -0.0064 -0.0761 -0.1364 0.428
H 0.1350 -4.0140 -2.4301 -0.0280 -0.1145 0.0655 0.412
H 1.8862 -5.0289 -3.8269 0.0517 -0.0845 0.0241 0.466
H 3.1773 -3.6257 -5.3958 0.0768 -0.0320 -0.0776 0.413
H 2.6382 -1.2286 -5.6234 0.0483 0.0514 -0.0800 0.453
H 0.8409 -0.2326 -4.2726 -0.0271 0.0330 -0.0463 0.247
H -2.5275 -0.4965 -4.4356 -0.0286 0.0069 -0.0071 0.501
H -2.8392 1.6938 -5.4714 -0.1008 0.0066 -0.0748 0.420
H -1.7969 3.6976 -4.4629 -0.0545 0.0994 -0.0057 0.467
H -0.4904 3.4827 -2.4042 -0.0010 0.1128 0.0050 0.433
H 1.6571 1.8719 -3.3286 -0.0321 0.0390 -0.0898 0.441
H 3.6793 1.2004 -4.5512 0.0198 -0.0074 -0.0630 0.463
H 5.1762 -0.5181 -3.5768 0.0561 -0.0317 0.0019 0.386
H 4.7474 -1.3900 -1.3438 0.0058 0.0359 0.0131 0.479
H 3.5188 -3.1681 -0.3568 -0.0227 -0.0651 -0.0222 0.428
H 5.1573 -4.8701 0.2941 0.0229 -0.0922 -0.0173 0.445
H 6.7595 -4.4161 2.1121 0.0877 -0.0426 0.0728 0.395
H 6.7332 -2.2334 3.2601 0.0326 0.0416 0.0854 0.414
H 5.0850 -0.5143 2.6084 -0.0287 0.0492 0.0278 0.436
H 2.0037 -1.4049 3.2667 -0.0804 0.0968 0.0339 0.485
H 0.7570 -3.3375 4.1269 -0.0489 0.0302 0.0953 0.496
H -0.2490 -4.9551 2.5464 -0.1096 -0.0388 0.0491 0.389
H -0.0720 -4.5846 0.1323 -0.0733 -0.0269 -0.1476 0.427
H 1.1885 -2.6251 -0.7406 -0.0482 -0.0257 -0.0310 -0.190
H 2.1172 3.4998 -1.7790 0.0704 0.0110 -0.0675 0.435
H 2.2425 5.8896 -1.2705 0.0625 0.0537 -0.0283 0.440
H 0.9061 6.8389 0.5803 0.0163 0.0535 0.0517 0.421
H -0.5045 5.3383 1.9547 -0.0026 0.0797 0.0891 0.471
H 1.2271 2.3927 3.5652 0.0688 -0.0498 0.0707 0.380
H 1.6273 2.9388 5.9459 0.0424 -0.0364 0.0228 0.416
H -0.1777 3.9559 7.2900 0.0343 0.0243 0.0739 0.379
H -2.3315 4.5266 6.2309 -0.0009 0.0344 0.0258 0.422
H -2.7091 4.0408 3.8605 -0.0172 -0.0094 0.0125 0.453
H -2.4124 3.9113 -0.3341 0.0098 0.0596 -0.0315 0.285
H -4.8269 4.1378 -0.7875 -0.0414 0.0655 -0.0310 0.457
H -6.4803 3.2503 0.8160 -0.0838 -0.0042 -0.0376 0.388
H -5.7192 2.0012 2.8075 -0.0686 -0.0190 0.0614 0.490
H -3.2899 1.7227 3.2237 -0.0968 -0.0180 0.1203 0.939
Cl -3.0748 0.0068 0.1201 -0.1076 0.0636 -0.2073 0.100
C -3.5698 -1.0914 1.4095 -0.3119 0.0962 0.1962 -0.514
Cl -2.2715 -2.2403 1.7237 -0.0926 -0.4763 -0.0497 -0.009
H -4.4620 -1.6318 1.0892 0.1923 0.1262 0.0927 0.561
H -3.7375 -0.5057 2.3151 -0.0115 -0.1195 -0.1965 0.378
B -0.9658 -0.2404 5.7646 -0.1225 -0.0317 0.4344 0.796
C -0.7666 -0.1856 4.2438 0.0215 0.0055 -1.3182 -0.825
N -0.6546 -0.1749 3.0856 0.0401 -0.2304 1.0223 -0.119
H -1.4709 -1.3118 5.9976 -0.0693 -0.1348 0.0629 -0.166
H -1.6872 0.6784 6.0566 -0.1273 0.1443 0.0780 -0.162
H 0.1166 -0.1324 6.2708 0.2536 0.0146 0.1402 -0.163
```
Positions in Å, forces in eV/Å.

Its energy above the lowest of the compared OMol25 structures with the same formula, charge and spin is 63.5 kJ/mol. The gap between HOMO and LUMO comes out at 7.6 eV.